Molecular formula: BrCdINO3
Method: DFT, ωB97M-V with the def2-TZVPD basis set

Output
orbital gap: 8.683 eV
multiplicity: 1
net charge: -1
highest occupied orbital energy: -0.2095 hartree
largest force on an atom: 0.062 hartree/bohr
E: -3319.99528 Ha

Element x y z (Å)
Cd1 0.073 1.045 0.698
N1 -0.003 -0.975 -1.280
O1 0.522 -0.751 -0.144
O2 -0.014 -2.052 -1.841
O3 -0.556 -0.006 -1.785
Br1 -1.845 0.391 2.147
I1 1.823 2.349 2.205



Molecular formula: BrCl2OP
Method: DFT, ωB97M-V with the def2-TZVPD basis set

Output
orbital gap (alpha / beta): 6.386 / 8.454 eV
multiplicity: 1
net charge: 0
highest occupied orbital energy (alpha / beta): -0.3149 / -0.3772 hartree
largest force on an atom: 0.029 hartree/bohr
E: -3910.88158 Ha

Element x y z (Å)
O1 -0.964 1.849 -0.994
P1 0.067 -1.619 0.847
Cl1 0.073 0.723 -0.648
Cl2 1.971 -2.093 0.680
Br1 -0.028 -0.588 2.768